Record 1
A 2-piece molecular cluster, CH4BrN2O overall at a distorted geometry, computed with ωB97M-V with the def2-TZVPD basis set.

Output
**Charge**: +1
**Energy**: -76158.22639 eV
**E_HOMO (spin up / spin down)**: -14.31 / -12.54 eV
**Kohn-Sham gap (spin up / spin down)**: 9.2 / 4.9 eV
**LUMO energy (spin up / spin down)**: -5.1 / -7.6 eV

Geometry as XYZ:
```
9
CH4BrN2O | OMol25 | ωB97M-V with the def2-TZVPD basis set
C 0.88308 -1.16764 0.14524
N 1.23777 -2.21435 -0.49039
N -0.71973 2.10719 0.81887
O -1.33681 2.42612 -0.26581
Br -0.84700 -0.69370 0.82281
H 2.09307 -2.17049 -0.99584
H 0.88008 -3.14784 -0.42763
H 0.16751 2.58520 0.80614
H -2.35799 2.27552 -0.41339
```

Atom charges from the Löwdin analysis, given in e for atoms 1 to 5: C -0.385; N 0.098; N -0.047; O -0.091; Br 0.889

=====

Record 2
A 2-piece molecular cluster, CH4BrN4 overall at a distorted geometry, computed with ωB97M-V with the def2-TZVPD basis set.

Output
**Charge**: +1
**Energy**: -77093.35078 eV
**E_HOMO**: -14.36 eV
**Kohn-Sham gap**: 9.5 eV
**LUMO energy**: -4.9 eV

Geometry as XYZ:
```
10
CH4BrN4 | OMol25 | ωB97M-V with the def2-TZVPD basis set
C -0.26941 0.21386 0.35814
N 1.23349 1.26720 3.29453
N 0.31848 0.92154 2.74440
N 0.56860 0.32974 1.24254
N -1.13279 -0.22453 -0.32144
Br -2.43123 -1.04532 -3.07653
H 2.17581 1.23502 3.15671
H 1.57856 0.26935 0.92731
H -1.98464 -0.28918 -0.83936
H -2.71836 -2.55110 -2.93257
```

Atom charges from the Löwdin analysis, given in e for atoms 1 to 5: C -0.189; N 0.202; N 0.116; N 0.080; N 0.298

=====

Record 3
A 2-piece molecular cluster, CH4BrN4 overall at a distorted geometry, computed with ωB97M-V with the def2-TZVPD basis set.

Output
**Multiplicity**: 3
**Charge**: +1
**⟨S²⟩**: 2.03
**Energy**: -77091.98921 eV
**E_HOMO (spin up / spin down)**: -12.30 / -15.03 eV
**Kohn-Sham gap (spin up / spin down)**: 6.9 / 7.2 eV
**LUMO energy (spin up / spin down)**: -5.4 / -7.8 eV

Geometry as XYZ:
```
10
CH4BrN4 | OMol25 | ωB97M-V with the def2-TZVPD basis set
C -0.05810 -0.54202 0.27900
N 1.89108 1.50714 -0.12391
N 1.92974 0.40420 0.16654
N -0.83745 0.35886 0.60799
N -0.11108 -1.66523 -0.32352
Br -2.87497 0.44966 0.30987
H 1.04062 2.15921 -0.28853
H -0.73675 1.21414 1.04742
H 0.71374 -1.92640 -0.88543
H -0.95684 -1.95955 -0.78944
```

Atom charges from the Löwdin analysis, given in e for atoms 1 to 5: C -0.259; N 0.069; N 0.088; N -0.206; N 0.214

=====

Record 4
A 2-piece molecular cluster, CH4BrP overall at a distorted geometry, computed with ωB97M-V with the def2-TZVPD basis set.

Output
**Energy**: -80431.21645 eV
**E_HOMO**: -9.11 eV
**Kohn-Sham gap**: 8.9 eV
**LUMO energy**: -0.2 eV

Geometry as XYZ:
```
7
CH4BrP | OMol25 | ωB97M-V with the def2-TZVPD basis set
C -0.69568 -0.21324 0.51768
P 0.64663 0.95902 0.07004
Br 2.43803 -0.28198 -0.12806
H -0.68551 -0.42644 1.53930
H -0.68618 -1.19880 0.04300
H -1.53162 0.30855 -0.06070
H 0.51432 0.85288 -1.98126
```

Atom charges from the Löwdin analysis, given in e for atoms 1 to 5: C -0.490; P 0.325; Br 0.080; H -0.004; H 0.027

=====

Record 5
CH4CdClO as an isolated structure at a distorted geometry, computed with ωB97M-V with the def2-TZVPD basis set.

Output
**Charge**: +1
**Energy**: -20226.39160 eV
**E_HOMO**: -14.58 eV
**Kohn-Sham gap**: 6.0 eV
**LUMO energy**: -8.6 eV

Geometry as XYZ:
```
8
CH4CdClO | OMol25 | ωB97M-V with the def2-TZVPD basis set
Cd 2.15233 3.23376 3.84398
Cl 2.17549 3.85470 6.29668
C 2.62264 7.63561 4.63305
O 2.40733 6.25280 3.98699
H 1.82420 7.90348 5.31566
H 3.32671 7.46223 5.43266
H 2.81085 8.38702 3.84852
H 1.91686 6.48342 3.23690
```

Atom charges from the Löwdin analysis, given in e for atoms 1 to 5: Cd 1.306; Cl -0.253; C -0.041; O -0.265; H 0.074

=====

Record 6
A 2-piece molecular cluster, CH4Cl2OSi overall at a distorted geometry, computed with ωB97M-V with the def2-TZVPD basis set.

Output
**Energy**: -36071.69337 eV
**E_HOMO**: -8.89 eV
**Kohn-Sham gap**: 9.1 eV
**LUMO energy**: 0.2 eV

Geometry as XYZ:
```
9
CH4Cl2OSi | OMol25 | ωB97M-V with the def2-TZVPD basis set
C 0.35090 1.28147 1.02889
O 0.86214 0.48469 -0.00741
Si -0.37143 -1.40793 -0.92323
Cl 0.84561 -2.02558 -2.28440
Cl -2.08350 -0.54511 -1.49266
H -0.75500 1.60160 0.73247
H 1.04287 2.11313 0.79377
H 0.36421 0.84810 1.99182
H -0.25581 -2.35037 0.16074
```

Atom charges from the Löwdin analysis, given in e for atoms 1 to 5: C -0.278; O -0.424; Si -0.169; Cl 0.394; Cl 0.331

=====

Record 7
CH4Cl2OSi in the gas phase at a distorted geometry, computed with ωB97M-V with the def2-TZVPD basis set.

Output
**Energy**: -36074.09832 eV
**E_HOMO**: -10.09 eV
**Kohn-Sham gap**: 10.7 eV
**LUMO energy**: 0.7 eV
**SMILES string**: CO[SiH](Cl)Cl

Geometry as XYZ:
```
9
CH4Cl2OSi | OMol25 | ωB97M-V with the def2-TZVPD basis set
C -1.03343 0.86227 -0.45796
O -0.84686 -0.42425 0.11582
Si 0.92449 -0.95818 0.43487
Cl 0.54683 -2.56150 1.41777
Cl 1.92882 0.46208 1.41820
H -1.90606 0.81701 -0.93669
H -0.26438 0.87405 -1.24367
H -0.82561 1.81097 0.09326
H 1.47621 -0.88245 -0.84161
```

Atom charges from the Löwdin analysis, given in e for atoms 1 to 5: C -0.205; O -0.400; Si -0.335; Cl 0.459; Cl 0.345

=====

Record 8
A 2-piece molecular cluster, CH4ClN2P overall at a distorted geometry, computed with ωB97M-V with the def2-TZVPD basis set.

Output
**Energy**: -25891.01774 eV
**E_HOMO**: -8.60 eV
**Kohn-Sham gap**: 9.3 eV
**LUMO energy**: 0.7 eV

Geometry as XYZ:
```
9
CH4ClN2P | OMol25 | ωB97M-V with the def2-TZVPD basis set
C 1.42130 0.88777 -0.69684
N 1.02425 1.22527 0.47809
N 0.56582 1.45312 1.50074
P -2.09467 -1.51736 0.63226
Cl -1.78669 -0.05761 -0.71275
H -1.33557 -2.42907 -0.10685
H 2.49023 0.69018 -0.94681
H 0.71661 0.97053 -1.49028
H -1.00128 -1.22283 1.34243
```

Atom charges from the Löwdin analysis, given in e for atoms 1 to 5: C -0.096; N -0.239; N 0.183; P 0.363; Cl 0.068

=====

Record 9
An isolated ion of composition CH4ClN2S and charge +1 at a distorted geometry, computed with ωB97M-V with the def2-TZVPD basis set.

Output
**Charge**: +1
**Energy**: -27432.34755 eV
**E_HOMO**: -14.36 eV
**Kohn-Sham gap**: 9.4 eV
**LUMO energy**: -4.9 eV

Geometry as XYZ:
```
9
CH4ClN2S | OMol25 | ωB97M-V with the def2-TZVPD basis set
C -0.56130 0.03872 -0.39991
N -0.33025 1.07036 0.33430
N 0.07093 -1.11675 -0.48174
S -2.16770 -0.01777 -1.59835
Cl -3.25494 1.53978 -0.86809
H 0.53201 1.24325 0.84357
H -1.10542 1.70712 0.39751
H 0.92931 -1.41476 0.12126
H -0.53588 -1.78069 -1.06988
```

Atom charges from the Löwdin analysis, given in e for atoms 1 to 5: C -0.583; N 0.173; N 0.116; S 0.525; Cl 0.206

=====

Record 10
A 2-piece molecular cluster, CH4ClN3 overall at a distorted geometry, computed with ωB97M-V with the def2-TZVPD basis set.

Output
**Energy**: -18092.51439 eV
**E_HOMO**: -9.58 eV
**Kohn-Sham gap**: 10.1 eV
**LUMO energy**: 0.6 eV
**SMILES string**: N=C=NCl.N

Geometry as XYZ:
```
9
CH4ClN3 | OMol25 | ωB97M-V with the def2-TZVPD basis set
N -0.96074 0.70406 0.09843
C -0.37639 1.59848 0.63699
N -0.17613 2.46095 1.43933
Cl 0.40924 4.02768 1.09569
H -0.46996 -0.15303 -0.26748
N 0.18290 -1.94186 -0.76144
H -0.06990 -2.76665 -0.08618
H 0.39706 -2.28130 -1.71983
H 1.06391 -1.64833 -0.43551
```

Atom charges from the Löwdin analysis, given in e for atoms 1 to 5: N 0.171; C -0.465; N -0.390; Cl 0.548; H 0.030

=====

Record 11
CH4ClNO in the gas phase at a distorted geometry, computed with ωB97M-V with the def2-TZVPD basis set.

Output
**Energy**: -17161.45748 eV
**E_HOMO**: -9.58 eV
**Kohn-Sham gap**: 10.3 eV
**LUMO energy**: 0.7 eV
**SMILES string**: N[C@@H](O)Cl

Geometry as XYZ:
```
8
CH4ClNO | OMol25 | ωB97M-V with the def2-TZVPD basis set
N -1.02452 0.49446 0.00877
C 0.24124 -0.09597 0.17992
O 0.47864 -1.27863 -0.37103
Cl 1.53668 1.25512 -0.68745
H -1.52855 0.50535 -0.91912
H -1.58150 0.84451 0.71276
H 0.56157 -0.05951 1.21177
H 1.31645 -1.66532 -0.13561
```

Atom charges from the Löwdin analysis, given in e for atoms 1 to 5: N 0.041; C -0.677; O -0.004; Cl 0.243; H 0.131

=====

Record 12
CH4ClNOS in the gas phase at a distorted geometry, computed with ωB97M-V with the def2-TZVPD basis set.

Output
**Energy**: -27996.01841 eV
**E_HOMO**: -9.82 eV
**Kohn-Sham gap**: 9.7 eV
**LUMO energy**: -0.2 eV

Geometry as XYZ:
```
9
CH4ClNOS | OMol25 | ωB97M-V with the def2-TZVPD basis set
C -0.57589 0.16739 -0.55646
N -0.11274 0.11895 0.81767
O -2.23112 -1.63824 0.23748
S -2.33360 -0.35781 -0.49678
Cl -2.39355 -0.65848 -2.59642
H -0.15484 -0.67287 -1.27188
H -0.49894 1.18888 -1.14526
H 0.95071 0.20590 0.99074
H -0.46945 -0.75564 1.17508
```

Atom charges from the Löwdin analysis, given in e for atoms 1 to 5: C -0.539; N -0.076; O -0.539; S 0.615; Cl 0.184

=====

Copy entry 10 word for word.
A 2-piece molecular cluster, CH4ClN3 overall at a distorted geometry, computed with ωB97M-V with the def2-TZVPD basis set.

Output
**Energy**: -18092.51439 eV
**E_HOMO**: -9.58 eV
**Kohn-Sham gap**: 10.1 eV
**LUMO energy**: 0.6 eV
**SMILES string**: N=C=NCl.N

Geometry as XYZ:
```
9
CH4ClN3 | OMol25 | ωB97M-V with the def2-TZVPD basis set
N -0.96074 0.70406 0.09843
C -0.37639 1.59848 0.63699
N -0.17613 2.46095 1.43933
Cl 0.40924 4.02768 1.09569
H -0.46996 -0.15303 -0.26748
N 0.18290 -1.94186 -0.76144
H -0.06990 -2.76665 -0.08618
H 0.39706 -2.28130 -1.71983
H 1.06391 -1.64833 -0.43551
```

Atom charges from the Löwdin analysis, given in e for atoms 1 to 5: N 0.171; C -0.465; N -0.390; Cl 0.548; H 0.030